# C5H8O2

A 2-piece molecular cluster, C5H8O2 overall (ωB97M-V/def2-TZVPD, the OMol25 dataset).

Output
**E**: -345.54400 Eh
**E_HOMO**: -9.35 eV
**Kohn-Sham gap**: 8.3 eV
**LUMO**: -0.0394 Eh
**ΔE to the lowest compared entry with this formula, charge and spin**: 685.1 kJ/mol

```
! wB97M-V def2-TZVPD RIJCOSX def2/J DEFGRID3
* xyz 0 1
O 1.83895 -0.10426 -0.98880
O -1.41495 -0.91993 -0.73116
C -0.08572 0.40682 0.53948
C -1.48006 -0.10195 0.38613
C -0.09569 1.80202 -0.11952
C 0.77716 -0.61474 -0.22453
C -0.20241 -1.31858 -1.14029
H -0.81658 2.45735 0.37531
H -0.73983 -2.52865 1.34465
H -0.36052 1.73602 -1.17969
H 1.17643 -1.34808 0.49731
H -1.23817 -2.04090 1.60634
H 0.90327 2.23567 -0.04700
H 0.16139 0.51548 1.60053
H 1.57673 -0.17629 -1.91877
*
```

=====

# C26H44BrCaN3P2S

C26H44BrCaN3P2S as an isolated structure (ωB97M-V/def2-TZVPD, the OMol25 dataset).

Output
**E**: -5513.36691 Eh
**E_HOMO (spin up / spin down)**: -12.53 / -12.53 eV
**Kohn-Sham gap (spin up / spin down)**: 5.7 / 5.7 eV
**LUMO (spin up / spin down)**: -0.2511 / -0.2511 Eh
**ΔE to the lowest compared entry with this formula, charge and spin**: 243.6 kJ/mol

```
! wB97M-V def2-TZVPD RIJCOSX def2/J DEFGRID3
* xyz 2 1
Br 1.10165 1.56296 -0.04941
Ca -1.98892 -1.09235 -2.98042
S -2.50543 -2.17824 -0.47693
P 3.94016 0.01005 0.21638
P -2.02937 2.71549 -3.14111
N -0.07463 -6.69079 -2.23863
N -2.68839 0.35396 0.31139
N -0.95564 -0.81002 1.30384
C 4.28271 0.82470 2.87926
C 4.73965 1.56282 -0.19778
C 5.82041 1.49728 -1.27481
C -1.62076 -4.99784 -2.90551
C 0.88813 -1.83290 -1.60943
C 2.61040 0.30079 -2.21971
C -2.99609 1.18604 -3.02859
C -1.31752 -6.23529 -2.32563
C -2.10329 4.80640 -1.20130
C 0.94148 -1.32299 -2.92915
C 4.94380 -1.42739 -0.20377
C -0.56089 -4.17655 -3.35126
C -2.00098 3.28499 -1.36413
C 1.63841 -1.27057 -0.61309
C -2.00146 -0.82312 0.43863
C 4.64714 -2.74356 0.52982
C 0.74756 -4.69737 -3.28268
C 2.40307 -0.03982 -0.81159
C 0.93162 -5.97105 -2.72323
C 0.61233 3.58989 -3.32865
C 3.40187 0.01358 1.92648
C -4.52797 1.27901 -3.04472
C 1.86037 -0.27245 -3.20022
C -0.83909 -2.84814 -3.92896
C 0.03925 -1.75489 -3.97430
C -0.24176 2.30459 -3.28374
H -3.07721 5.18669 -1.54309
H -1.06435 2.90752 -0.91740
H 6.71823 0.97471 -0.92331
H -2.66830 0.72930 -2.04592
H 1.66865 3.34487 -3.50152
H 1.59706 -4.14258 -3.67742
H -2.68281 0.66759 -3.97476
H 5.24118 -3.53917 0.06945
H -0.45074 -1.69227 1.37531
H 0.29405 4.27680 -4.12883
H -0.06819 1.67443 -4.17396
H 5.46033 1.00560 -2.18780
H 1.93144 -6.40164 -2.66913
H -4.92369 1.97207 -2.28854
H -2.83057 2.79013 -0.83758
H -2.00843 5.07458 -0.13966
H 0.11171 -1.19534 -4.91677
H 4.02866 1.89380 2.86186
H 3.92543 2.24332 -0.48680
H 4.11661 0.45575 3.89474
H -0.34816 0.01618 1.25053
H 5.35374 0.72450 2.65856
H -2.12315 -6.85045 -1.93497
H 0.56323 4.14506 -2.37918
H -4.97482 0.29206 -2.85420
H -4.90816 1.61079 -4.01839
H 1.62191 -1.69376 0.38818
H 4.91707 -2.70398 1.59544
H 3.36087 -1.03608 2.24582
H -1.72249 -2.79801 -4.60080
H 5.98940 -1.12196 -0.04107
H 1.95276 0.05215 -4.24572
H -1.31862 5.34913 -1.74512
H 3.32808 1.08033 -2.46586
H -2.65573 -4.66042 -2.96903
H 0.03725 1.72718 -2.38397
H -2.53237 1.07622 1.01096
H -3.63910 0.25110 -0.03737
H 0.24710 -2.70786 -1.41904
H 5.15323 1.94204 0.74781
H 3.58951 -3.02578 0.44391
H 4.81349 -1.56655 -1.28939
H 2.37370 0.40474 1.93533
H 6.11008 2.52378 -1.52862
*
```

=====

# CH5LaO2

CH5LaO2 as an isolated structure (ωB97M-V/def2-TZVPD, the OMol25 dataset).

Output
**E**: -222.51043 Eh
**E_HOMO**: -19.91 eV
**Kohn-Sham gap**: 9.5 eV
**LUMO**: -0.3810 Eh
**ΔE to the lowest compared entry with this formula, charge and spin**: 0.0 kJ/mol

```
! wB97M-V def2-TZVPD RIJCOSX def2/J DEFGRID3
* xyz 2 1
La 1.05567 -1.25215 -0.08289
O -0.73689 0.42586 0.29593
O 3.11652 -1.75048 -0.79792
C -2.16826 0.30787 0.21362
H -0.46974 1.34854 0.40791
H 3.96326 -1.37553 -0.56009
H -2.58722 1.22210 -0.22032
H -2.38969 -0.54331 -0.43766
H -2.57994 0.12930 1.21239
*
```

=====

# C33H84N7O14Sr

C33H84N7O14Sr as an isolated structure (ωB97M-V/def2-TZVPD, the OMol25 dataset).

Output
**E**: -2774.81315 Eh
**E_HOMO**: -9.85 eV
**Kohn-Sham gap**: 6.4 eV
**LUMO**: -0.1261 Eh

```
! wB97M-V def2-TZVPD RIJCOSX def2/J DEFGRID3
* xyz 1 1
Sr -1.95355 0.53265 4.70573
O -0.44291 0.46946 2.66872
O -2.55755 0.16767 2.17276
O -4.07964 -4.33256 0.56065
O 1.86736 1.87000 3.04633
O -4.97759 0.06571 -1.96204
O 1.45833 -2.85142 0.20490
O -2.69037 -3.42964 -8.03745
O 6.33128 3.18058 5.66611
O -2.11325 -2.03406 -3.59633
O -3.17255 2.81903 3.13440
O 5.40799 2.14925 -5.23731
O -2.90425 -0.86885 6.63948
O 3.68371 1.71638 1.03273
O 1.26448 3.52882 -1.74870
N 2.67719 1.55341 -3.58645
N -1.89974 -0.82109 -6.45643
N -4.35081 1.33019 -0.16727
N 5.78161 2.67588 2.74384
N -0.89405 -3.03138 1.97042
N -4.45207 1.07447 5.01655
N -4.27329 -0.92206 -0.00023
C 6.76843 3.02842 7.00249
C 1.29337 2.00074 -3.57535
C 0.75170 -4.05681 0.42656
C 3.47489 0.61000 0.17128
C -2.83216 -4.43926 1.24226
C 4.76578 2.49081 0.49469
C 7.34401 2.89541 4.73717
C -4.00863 -4.43451 -0.85521
C 1.28135 3.62467 -0.34598
C 6.92428 3.37242 3.37132
C -4.86929 -0.28389 5.31798
C -1.36305 -2.18609 -2.42696
C 4.63893 0.96943 -5.02349
C -2.03678 -3.16069 1.06026
C -5.07249 1.51840 3.74377
C -3.53416 -4.53162 -8.30492
C 6.77185 1.84513 -5.43017
C -0.98484 0.46386 0.35030
C -4.33343 -0.73619 6.65226
C 5.29256 3.41570 1.55344
C -2.80309 -0.52044 -5.34757
C -2.23616 -0.67540 -3.95041
C -2.41541 -1.63568 7.75060
C -2.43643 -3.28155 -6.65490
C 2.10517 -2.83504 -1.05072
C -1.36457 0.34706 1.81430
C -2.63124 4.13419 3.05676
C 0.18438 -4.00228 1.83805
C 3.16792 1.31685 -4.94767
C 0.75967 2.29166 -2.19337
C -4.54289 0.14145 -0.82248
C -4.58210 2.87280 3.32698
C -1.37171 -2.22115 -6.46650
H 4.94963 0.55727 -4.05571
H -1.30622 -0.45341 -0.14904
H -3.07691 -2.46749 7.98309
H -0.45562 -2.12068 1.98313
H 3.46272 0.83369 -0.90082
H 7.58159 3.71426 7.26437
H 6.21242 1.83156 2.35478
H -5.93765 -0.53037 5.27087
H -4.75944 -1.72244 6.86399
H 1.78363 4.55479 -0.06494
H 0.08051 0.62380 0.25131
H -3.18835 0.50060 -5.46119
H -3.61275 -4.60333 -9.38760
H -4.90208 3.60045 4.08649
H -2.47660 -0.74528 -7.28995
H -1.46451 -2.06268 7.43100
H -2.21883 -0.99978 8.61217
H -1.29142 -3.24041 -2.15759
H 3.28805 2.14452 -3.03557
H -3.08124 -5.43955 -7.89130
H 0.02179 -4.27084 -0.36410
H 0.98797 -3.73454 2.52410
H 1.19101 2.91183 -4.18226
H 4.47074 3.98813 2.00582
H -4.44987 2.15982 -0.72805
H -1.56689 4.13318 2.85543
H -3.78629 -1.02159 -5.40147
H 6.99318 1.26259 -6.32816
H -3.74324 -0.66605 0.81579
H -3.20918 4.69931 2.31308
H -4.72513 -0.11268 7.46495
H -2.90944 -0.16958 -3.24628
H -3.17411 -3.85641 -1.25961
H 5.91972 3.32070 7.61958
H 4.32888 3.03372 -0.34815
H -1.72124 -2.95087 0.03442
H -2.66500 -2.34860 1.42461
H -4.82059 1.70015 5.73063
H 7.06481 1.99116 7.17798
H 5.59636 1.84287 0.18756
H 2.59363 1.44420 2.54793
H 1.92324 2.85778 0.09940
H -2.33313 -5.38978 1.03255
H 5.98056 4.17770 1.17061
H -4.92995 -4.01329 -1.25862
H 0.28432 3.65686 0.10805
H 7.20972 1.27860 -4.59693
H -4.93783 0.77729 2.95312
H -0.33267 2.20745 -2.19600
H 7.61103 1.83284 4.71439
H -4.98160 3.21589 2.36689
H -3.34382 -3.03364 -6.10262
H 6.61142 4.42502 3.43762
H -4.32818 -1.82998 -0.42350
H 2.60651 0.41415 -5.22048
H 1.45252 -3.15478 -1.86667
H 0.71693 1.19375 -4.03686
H 2.98748 -3.48366 -1.05619
H -2.01687 -4.21858 -6.26301
H 4.26218 -0.13391 0.34435
H -0.77671 -2.34082 -5.56866
H -0.67621 -2.26009 -7.30631
H 2.86877 2.06756 -5.68711
H 1.08717 1.33767 2.83768
H -3.87632 1.38500 0.71905
H 4.80117 0.28097 -5.85774
H -4.53496 -4.39665 -7.88066
H -2.85874 4.71893 3.95899
H -1.82128 -1.71781 -1.54322
H -4.49804 -0.99610 4.56429
H -3.94903 -5.47917 -1.16847
H 8.24796 3.48067 4.94887
H -6.16116 1.55095 3.87190
H 1.08768 1.45981 -1.55556
H 7.74981 3.51112 2.65636
H -0.36606 -1.74366 -2.51899
H -1.60153 1.25509 -0.07689
H -3.17532 -4.50773 2.27755
H 7.25685 2.82001 -5.42818
H 2.44726 -1.81722 -1.23185
H 1.43009 -4.92014 0.34163
H -1.30038 -0.09733 -3.93849
H 2.52888 0.11527 0.40654
H -0.15204 -4.99888 2.13674
*
```